No. 1
16
Properties=species:S:1:pos:R:3:forces:R:3 method="wB97M-V/def2-TZVPD" total_energy_ha=-230.13878 charge=+1 e_lumo_ev=-4.5 gap_ev=10.1
C 2.3359 1.1073 0.6769 -0.7 -0.2 -1.0
C 1.3551 0.0675 1.3470 -1.1 2.2 0.1
H 2.8494 0.5773 -0.1706 -0.4 0.9 0.6
H 1.8803 2.1040 0.3234 0.1 -1.8 0.2
H 3.1040 1.4891 1.3370 0.2 -0.5 0.4
H 0.4173 0.5386 1.6891 0.3 0.4 -0.1
H 1.6747 -0.3631 2.2579 1.1 -0.4 0.8
H 0.9519 -0.7517 0.7870 0.4 -0.5 -1.1
N -2.2454 0.5064 -0.8005 0.3 -1.4 -0.4
C -2.0564 -0.8361 -0.7237 0.9 1.8 -0.8
N -1.1551 -1.5235 -1.4136 0.4 4.3 0.1
H -1.6230 1.1289 -1.3607 -0.9 -0.9 0.5
H -3.1926 0.8561 -0.5964 1.0 -0.1 0.3
H -2.6019 -1.4054 0.0200 -0.7 0.1 -0.4
H -1.2957 -2.4803 -1.4086 0.6 -2.3 -0.1
H -0.3984 -1.0151 -1.9642 -1.5 -1.4 0.7

No. 2
23
Properties=species:S:1:pos:R:3:forces:R:3 method="wB97M-V/def2-TZVPD" total_energy_ha=-818.68993 e_lumo_ev="0.2 / 0.3" gap_ev="8.6 / 8.8"
C 1.2198 -0.5105 2.0711 -0.2 -5.3 -2.9
C -0.8188 1.7295 -0.3517 0.2 1.9 -0.5
C 0.2579 0.4676 1.5852 -1.6 2.8 0.8
C 0.1486 0.6827 0.0888 -0.1 -1.5 -1.4
C -0.1974 -0.7035 -0.5717 0.8 1.5 -1.8
C -1.4855 -1.4117 -0.2933 -0.4 -1.7 -0.7
N 0.6815 -0.5221 -3.1599 0.4 0.5 -1.6
N -0.3410 -0.1229 -2.7438 0.2 -0.3 1.1
O 1.3866 1.0933 -0.4765 1.7 -1.9 1.8
F 0.8920 -1.5296 -0.6939 -1.4 0.6 0.3
F -2.4068 -0.7070 0.3400 0.0 0.8 0.5
F -2.1666 -1.8986 -1.3941 1.1 0.2 0.7
F -1.1890 -2.4748 0.4919 -0.3 -0.2 -0.1
H 0.7658 -1.5994 2.2155 0.8 2.0 -0.8
H 1.4951 -0.3208 3.0098 1.4 1.2 3.7
H 2.1402 -0.6536 1.4301 -0.9 0.2 0.7
H -0.6484 2.7328 0.0078 1.2 0.3 1.1
H -1.7830 1.6404 0.0401 -1.8 -1.0 0.0
H -0.7751 2.0444 -1.4026 -0.3 -1.3 -0.1
H 0.6488 1.4384 1.9375 -0.3 0.0 -0.1
H -0.7496 0.3821 2.1028 1.0 -0.1 -0.9
H 0.8649 -0.2292 -4.2156 -0.4 -0.5 1.7
H 2.0602 0.4728 -0.0174 -1.2 1.6 -1.5

No. 3
89
Properties=species:S:1:pos:R:3:forces:R:3 method="wB97M-V/def2-TZVPD" total_energy_ha=-2577.52058 charge=+1 e_lumo_ev=-4.7 gap_ev=5.4
C 5.8751 -1.7946 -1.3810 0.4 -0.2 -0.3
N 5.1633 -0.4654 -1.5035 -0.6 0.5 -2.6
C 3.7785 -0.4843 -0.8924 -0.6 0.6 0.8
B 5.1139 0.0128 -2.9746 -3.9 -3.9 0.5
O 4.1884 -0.5958 -3.9738 2.2 1.3 3.2
S 6.2541 1.4403 -3.4141 1.3 0.6 -1.0
C 5.3427 3.0735 -3.5793 -0.9 2.1 -1.2
C 4.2530 3.3791 -2.3926 -0.2 0.8 0.7
C 2.7933 3.9464 -2.9473 0.6 1.5 0.8
S 1.5055 2.5514 -3.1509 -0.5 0.4 0.4
C -0.2059 3.2067 -2.7678 -0.7 3.7 0.6
S -0.3915 4.9278 -2.6779 0.5 -3.8 -0.2
N -1.4518 2.3972 -2.4956 2.4 -2.1 0.0
C -1.5061 1.8375 -1.0933 -1.0 -1.6 4.8
C -0.2358 1.5400 -0.1010 -3.9 -0.7 1.3
C -0.5243 0.9549 1.4360 -3.2 0.4 -1.4
C -2.0512 0.6591 2.0240 0.3 1.6 -4.4
C -3.3232 0.9727 1.0370 3.9 0.7 -2.0
C -3.0317 1.5341 -0.4793 2.3 -0.2 2.0
C -1.7389 1.3656 -3.5613 -1.8 -3.2 -3.6
C -3.1710 1.5662 -4.4002 1.3 -2.5 -0.8
C -3.7120 0.5514 -5.5702 3.8 -1.0 2.0
C -2.7836 -0.7405 -5.9673 1.1 3.1 3.2
C -1.3732 -0.9443 -5.1534 -1.9 2.5 0.6
C -0.8225 0.0615 -3.9433 -3.7 1.1 -1.9
H 6.0318 -2.0106 -0.2300 -0.2 0.2 -2.6
H 5.2035 -2.6051 -1.9170 1.5 1.2 1.3
H 6.9110 -1.7138 -1.9643 -2.1 -0.4 1.5
H 3.7197 0.4277 -0.1369 -0.1 -2.0 -1.4
H 3.6429 -1.4850 -0.2945 0.0 2.0 -1.2
H 2.9183 -0.3116 -1.6872 1.6 -0.6 1.7
H 3.6446 -1.3348 -3.5567 1.1 1.3 -0.6
H 6.7402 1.1500 -4.7130 -1.0 0.4 1.2
H 6.1769 3.9268 -3.5790 -1.6 -2.2 0.1
H 4.8552 3.1254 -4.6579 0.9 -0.4 2.4
H 4.7058 4.2779 -1.7504 -0.9 -2.1 -1.4
H 4.0836 2.5026 -1.6344 0.4 1.5 -1.6
H 2.4394 4.7347 -2.1286 0.4 -1.9 -1.8
H 2.9656 4.5545 -3.9332 -0.5 -1.3 1.8
H 0.8600 1.7581 -0.4484 -2.4 -0.5 0.8
H 0.3571 0.7134 2.2042 -2.0 0.7 -2.1
H -2.2773 0.2231 3.0956 0.8 1.1 -2.4
H -4.4653 0.7902 1.3284 2.9 0.4 -0.6
H -3.9627 1.7580 -1.1852 2.3 -0.6 1.7
H -3.8768 2.4799 -4.1239 1.9 -2.1 -0.5
H -4.7549 0.7025 -6.1308 2.6 -0.2 1.5
H -3.1665 -1.4714 -6.8247 1.2 1.7 2.2
H -0.7025 -1.8576 -5.4493 -1.4 2.0 0.7
H 0.2032 -0.1390 -3.3739 -2.5 0.4 -1.4
C -1.6198 2.5093 5.4542 -0.1 0.1 0.0
C -0.3668 2.8037 6.2643 0.1 0.0 0.0
C 0.6411 1.6515 6.2617 0.1 0.0 0.1
C 0.1426 0.3421 6.8850 -0.1 0.0 -0.1
C -0.3304 0.4466 8.3361 0.0 -0.2 0.0
C 0.7683 0.8706 9.2991 -0.1 0.1 0.2
H -2.1763 1.6620 5.8633 0.0 0.0 0.0
H -2.2856 3.3784 5.4623 0.0 -0.2 -0.1
H -1.3670 2.2875 4.4120 0.0 0.0 0.1
H -0.6466 3.0655 7.2915 0.1 0.0 -0.1
H 0.1192 3.6913 5.8432 0.0 -0.1 0.1
H 1.5503 1.9800 6.7790 -0.1 -0.1 0.0
H 0.9432 1.4460 5.2243 0.0 0.0 0.1
H 0.9528 -0.3958 6.8272 -0.1 0.0 0.0
H -0.6743 -0.0630 6.2766 0.1 0.0 0.0
H -0.7070 -0.5353 8.6490 0.0 0.1 -0.1
H -1.1766 1.1381 8.4158 0.1 -0.1 -0.1
H 1.6068 0.1677 9.2674 0.0 0.1 0.0
H 0.3825 0.8912 10.3237 0.1 0.0 -0.1
H 1.1450 1.8707 9.0669 0.0 -0.1 0.0
C -2.1006 -6.3265 -1.7583 0.2 -0.1 0.0
C -2.3802 -5.3184 -0.6544 -0.1 0.0 0.1
C -3.6987 -4.5637 -0.8428 -0.1 0.0 0.1
C -3.7871 -3.7030 -2.1089 0.0 -0.1 -0.1
C -2.7001 -2.6360 -2.2520 -0.3 0.0 -0.1
C -2.7291 -1.5937 -1.1443 0.2 -0.1 -0.1
H -1.9980 -5.8416 -2.7326 0.0 -0.1 0.0
H -1.1665 -6.8593 -1.5530 -0.1 0.0 -0.1
H -2.9046 -7.0672 -1.8225 0.1 0.1 0.0
H -1.5432 -4.6144 -0.5794 -0.1 0.0 0.0
H -2.4189 -5.8518 0.3022 0.0 0.1 -0.1
H -3.8722 -3.9358 0.0392 0.0 0.0 -0.1
H -4.5243 -5.2900 -0.8617 0.1 0.1 0.0
H -4.7695 -3.2142 -2.1236 0.1 0.0 0.0
H -3.7627 -4.3513 -2.9924 0.0 0.0 0.1
H -2.8403 -2.1258 -3.2132 0.0 -0.1 0.1
H -1.7086 -3.1006 -2.2943 0.0 0.0 0.0
H -3.6982 -1.0857 -1.1126 0.1 -0.1 0.0
H -1.9564 -0.8377 -1.3194 -0.2 -0.1 0.1
H -2.5393 -2.0405 -0.1644 -0.1 0.1 0.0

No. 4
16
Properties=species:S:1:pos:R:3:forces:R:3 method="wB97M-V/def2-TZVPD" total_energy_ha=-400.16111 e_lumo_ev=0.6 gap_ev=10.5
N -0.8564 -1.4315 -0.5042 0.2 -0.2 1.2
C -1.3434 -0.2915 0.2995 1.1 1.0 1.0
C -0.7620 1.0016 -0.3998 0.1 -0.5 -0.8
C 0.4315 1.4820 0.3763 0.9 -0.1 1.3
O 1.6040 1.2129 0.3799 -0.2 -0.3 -1.6
O -0.0250 2.1851 1.4424 -1.9 0.8 0.5
H -1.5791 -1.8051 -1.0895 -0.3 0.0 -0.2
H -0.4714 -2.2237 0.0071 -0.2 0.5 0.2
H -2.4057 -0.1783 0.3069 -0.8 -0.3 -0.2
H -1.0844 -0.2376 1.4348 0.0 -0.7 -2.1
H -1.4548 1.8486 -0.5241 0.1 -0.5 0.4
H -0.5296 0.6312 -1.4051 0.4 0.4 0.3
H 0.3897 3.0261 1.6360 0.8 -0.1 0.0
O 2.9161 -2.1059 -0.7057 -1.1 0.2 0.7
H 3.0495 -1.2372 -1.0714 0.6 0.6 -0.6
H 2.1207 -1.8767 -0.1830 0.4 -0.6 -0.2